The following is a quantum chemistry calculation of C13H16IrN9OSSe as an isolated structure, from the OMol25 dataset.

Geometry as XYZ:
```
42
Properties=species:S:1:pos:R:3:forces:R:3:nbo_charge:R:1
Ir 0.562 0.946 -0.256 -0.3 0.4 -0.2 0.900
N 1.860 -1.814 -1.282 0.0 0.0 0.0 -0.766
C 0.769 -1.512 -2.001 0.1 0.1 0.0 0.631
N 0.370 -2.364 -2.921 0.0 0.0 0.0 -0.537
C -0.711 -2.035 -3.633 0.0 0.0 0.0 0.615
N -1.142 -2.871 -4.558 0.0 0.0 0.0 -0.704
N -1.413 -0.874 -3.472 0.0 0.0 0.0 -0.486
C -0.974 -0.106 -2.533 -0.1 0.2 0.1 0.456
N 0.106 -0.345 -1.746 0.2 -0.1 0.1 -0.514
C -1.642 1.162 -2.201 0.1 0.0 0.1 0.137
C -2.704 1.708 -2.885 0.0 0.0 0.0 -0.161
C -3.218 2.920 -2.443 0.0 0.0 0.0 -0.106
C -2.651 3.535 -1.339 0.0 0.0 0.0 -0.198
C -1.583 2.930 -0.700 0.0 0.0 0.0 0.065
N -1.093 1.766 -1.131 0.0 -0.1 0.1 -0.383
H 2.401 -2.598 -1.612 0.0 0.0 0.0 0.437
H 2.337 -1.100 -0.757 0.0 0.0 0.0 0.411
H -0.652 -3.735 -4.724 0.0 0.0 0.0 0.433
H -1.945 -2.632 -5.116 0.0 0.0 0.0 0.431
H -3.105 1.183 -3.741 0.0 0.0 0.0 0.272
H -4.052 3.379 -2.957 0.0 0.0 0.0 0.260
H -3.024 4.478 -0.967 0.0 0.0 0.0 0.263
H -1.102 3.368 0.165 0.0 0.0 0.0 0.232
C 0.525 1.717 3.824 0.0 0.0 0.0 -0.407
N 0.938 0.321 3.695 0.0 0.0 0.0 -0.303
C 1.806 -0.318 4.543 0.0 0.0 0.0 -0.026
C 1.911 -1.599 4.115 0.0 0.0 0.0 -0.042
N 1.110 -1.720 3.008 0.0 0.0 0.0 -0.305
C 0.879 -2.966 2.275 0.0 0.0 0.0 -0.411
C 0.525 -0.541 2.756 0.1 0.1 -0.1 0.236
Se -0.724 -0.208 1.366 -0.3 -0.1 0.2 0.071
H 0.930 2.100 4.756 0.0 0.0 0.0 0.242
H -0.560 1.775 3.848 0.0 0.0 0.0 0.238
H 0.923 2.291 2.992 0.0 0.0 0.0 0.226
H 2.267 0.185 5.375 0.0 0.0 0.0 0.259
H 2.473 -2.428 4.508 0.0 0.0 0.0 0.260
H 1.549 -3.719 2.678 0.0 0.0 0.0 0.240
H 1.086 -2.815 1.219 0.0 0.0 0.0 0.229
H -0.151 -3.288 2.409 0.0 0.0 0.0 0.239
O 2.042 2.193 -1.367 -0.1 0.0 -0.3 -0.880
S 2.835 2.286 -0.102 0.2 0.0 0.2 1.463
N 2.238 1.344 0.911 0.2 -0.1 -0.1 -1.016
```
Forces are in eV/Å.

Summary:
Gap between HOMO and LUMO (alpha / beta)   0.257 / 0.257 Ha
Charge   +2
Energy   -3976.5283 hartree